# 1
The following is a quantum chemistry calculation of a structure of composition C42H54AgO3SSe, from the Open Molecules 2025 dataset.

Calculated values
- relative energy (zero: lowest compared OMol25 entry of this formula, charge and spin) (eV) = 0.209
- net charge = -1
- E_tot (eV) = -130756.5006
- gap between HOMO and LUMO (eV) = 6.208

The geometry in XYZ format:
```
102
C42H54AgO3SSe, DFT ωB97M-V/def2-TZVPD
Ag 0.87 0.03 0.32
C -0.12 7.13 -0.97
C -0.48 6.80 0.48
C -1.99 6.97 0.65
C 0.24 7.82 1.39
C -0.07 5.38 0.86
C 0.55 4.51 -0.01
C 0.88 3.21 0.36
Se 1.75 2.14 -0.99
C 0.36 2.03 -2.32
C 0.56 2.83 -3.44
C -0.36 2.86 -4.48
C -1.51 2.09 -4.30
C -1.77 1.29 -3.20
C -0.78 1.18 -2.16
O -0.91 0.36 -1.17
C -3.14 0.59 -3.19
C -3.22 -0.40 -4.36
C -4.24 1.65 -3.34
C -3.48 -0.19 -1.91
C -0.19 3.70 -5.74
C -0.19 2.79 -6.97
C 1.13 4.48 -5.73
C -1.34 4.71 -5.86
C 0.61 2.69 1.66
O 0.88 1.48 2.03
C -0.01 3.62 2.57
C -0.32 4.90 2.15
C -0.34 3.16 3.99
C -1.01 4.25 4.82
C -1.32 1.97 3.94
C 0.94 2.74 4.73
H -0.44 8.15 -1.20
H 0.96 7.06 -1.14
H -0.62 6.45 -1.67
H -2.30 7.99 0.39
H -2.52 6.27 0.00
H -2.30 6.78 1.68
H -0.05 8.84 1.13
H 0.00 7.64 2.44
H 1.32 7.73 1.27
H 0.78 4.81 -1.03
H 1.46 3.43 -3.47
H -2.26 2.12 -5.08
H -3.08 0.09 -5.32
H -2.44 -1.17 -4.26
H -4.19 -0.90 -4.37
H -4.14 2.22 -4.27
H -5.23 1.17 -3.35
H -4.21 2.36 -2.51
H -2.85 -1.07 -1.80
H -3.36 0.42 -1.02
H -4.52 -0.52 -1.98
H 0.63 2.08 -6.92
H -1.12 2.23 -7.04
H -0.08 3.38 -7.89
H 1.99 3.81 -5.66
H 1.22 5.07 -6.65
H 1.17 5.18 -4.88
H -2.30 4.21 -5.90
H -1.35 5.38 -4.99
H -1.23 5.32 -6.76
H -0.80 5.57 2.85
H -1.97 4.57 4.39
H -1.22 3.87 5.83
H -0.37 5.13 4.93
H -2.25 2.27 3.46
H -0.88 1.15 3.36
H -1.54 1.61 4.95
H 1.61 3.60 4.82
H 0.70 2.39 5.74
H 1.45 1.95 4.19
O 1.62 -2.37 -0.16
S 0.39 -3.21 0.11
C 0.78 -4.82 -0.64
C 1.84 -5.51 0.16
C 1.50 -6.52 1.06
C 2.47 -7.14 1.83
C 3.80 -6.76 1.71
C 4.14 -5.75 0.82
C 3.17 -5.13 0.05
C -0.89 -2.69 -1.07
C -0.49 -2.73 -2.52
C -0.99 -3.71 -3.37
C -0.65 -3.72 -4.71
C 0.20 -2.75 -5.22
C 0.70 -1.77 -4.37
C 0.36 -1.76 -3.03
H 1.11 -4.59 -1.66
H -0.15 -5.39 -0.68
H 0.46 -6.82 1.16
H 2.19 -7.92 2.53
H 4.56 -7.24 2.31
H 5.18 -5.44 0.72
H 3.43 -4.33 -0.63
H -1.11 -1.66 -0.78
H -1.75 -3.33 -0.85
H -1.67 -4.46 -2.97
H -1.06 -4.49 -5.36
H 0.46 -2.75 -6.27
H 1.35 -0.99 -4.77
H 0.73 -0.97 -2.38
```

Here are the Löwdin charges for atoms 1 to 8, given in e:
1. Ag 0.639
2. C -0.075
3. C -0.563
4. C -0.055
5. C -0.057
6. C -0.194
7. C -0.088
8. C -0.408



# 2
The following is a quantum chemistry calculation of a structure of composition C6H11NO2 at a distorted geometry, from the Open Molecules 2025 dataset.

Calculated values
- relative energy (zero: lowest compared OMol25 entry of this formula, charge and spin) (eV) = 4.317
- E_tot (eV) = -11981.9516
- gap between HOMO and LUMO (eV) = 8.625

The geometry in XYZ format:
```
20
C6H11NO2, DFT ωB97M-V/def2-TZVPD
C -1.00 0.83 1.32
C 1.84 -1.25 -0.97
C -0.71 0.03 -2.31
C 0.70 -0.07 0.98
C 0.62 -0.70 -0.29
C -0.60 -0.48 -0.90
O -1.88 -0.02 2.01
O -0.53 1.83 2.18
N 1.63 0.19 1.79
H -1.13 2.59 2.10
H -1.36 -0.46 2.69
H -1.56 1.30 0.52
H 1.30 0.50 2.71
H -1.54 -0.61 -0.39
H 1.73 -2.32 -1.15
H 2.00 -0.76 -1.94
H 2.74 -1.11 -0.37
H -1.61 0.64 -2.40
H 0.14 0.67 -2.56
H -0.77 -0.79 -3.03
```

Here are the Löwdin charges for atoms 1 to 8, given in e:
1. C -0.347
2. C -0.039
3. C -0.077
4. C -0.216
5. C -0.266
6. C -0.088
7. O -0.021
8. O -0.044



# 3
The following is a quantum chemistry calculation of a cluster of 7 separate species, H14O7 in total at a distorted geometry, from the Open Molecules 2025 dataset.

Calculated values
- relative energy (zero: lowest compared OMol25 entry of this formula, charge and spin) (eV) = 1.046
- SMILES string = O.O.O.O.O.O.O
- E_tot (eV) = -14560.4155
- gap between HOMO and LUMO (eV) = 11.309

The geometry in XYZ format:
```
21
H14O7, DFT ωB97M-V/def2-TZVPD
O 2.84 -0.20 -0.84
H 3.27 0.64 -0.85
H 2.05 -0.17 -1.47
O -1.04 1.63 -0.76
H -1.43 2.46 -0.99
H -1.72 1.09 -0.30
O 0.85 2.00 1.31
H 0.19 1.77 1.97
H 0.36 2.02 0.45
O 1.42 -0.89 1.39
H 2.12 -0.87 0.63
H 1.14 -0.02 1.29
O 0.37 -0.66 -1.54
H 0.31 -1.08 -0.67
H 0.08 0.22 -1.37
O -2.96 -0.03 0.18
H -2.70 -0.97 0.22
H -3.24 0.08 -0.75
O -0.87 -2.20 0.44
H -0.87 -3.14 0.77
H -0.15 -1.70 0.90
```

Here are the Löwdin charges for atoms 1 to 8, given in e:
1. O -0.075
2. H 0.040
3. H 0.050
4. O -0.057
5. H 0.065
6. H 0.014
7. O -0.071
8. H 0.049



# 4
The following is a quantum chemistry calculation of the ion C3H2Cl3O4 with charge -1 at a distorted geometry, from the Open Molecules 2025 dataset.

Calculated values
- relative energy (zero: lowest compared OMol25 entry of this formula, charge and spin) (eV) = 0.000
- net charge = -1
- SMILES string = O=C([O-])[C@](O)(Cl)C(O)(Cl)Cl
- E_tot (eV) = -48903.4034
- gap between HOMO and LUMO (eV) = 9.460

The geometry in XYZ format:
```
12
C3H2Cl3O4, DFT ωB97M-V/def2-TZVPD
O 2.24 -0.41 -0.65
C 1.37 -0.23 0.22
O 1.44 -0.57 1.47
C 0.08 0.46 -0.39
O 0.16 0.26 -1.71
Cl 0.11 2.19 -0.10
C -1.19 -0.19 0.23
O -1.08 -0.15 1.53
Cl -1.63 -1.90 -0.30
Cl -2.63 0.79 -0.21
H 1.19 0.01 -1.80
H -0.06 -0.26 1.71
```

Here are the Löwdin charges for atoms 1 to 8, given in e:
1. O 0.006
2. C -0.594
3. O -0.041
4. C -0.931
5. O -0.111
6. Cl 0.709
7. C -1.249
8. O -0.126



# 5
The following is a quantum chemistry calculation of a structure of composition C5H9EuO3 at a distorted geometry, from the Open Molecules 2025 dataset.

Calculated values
- net charge = +2
- E_tot (eV) = -30777.0410
- gap between HOMO and LUMO (spin up / spin down) (eV) = 7.235 / 7.862
- multiplicity = 7

The geometry in XYZ format:
```
18
C5H9EuO3, DFT ωB97M-V/def2-TZVPD
O 2.21 0.22 0.25
C 0.92 -0.15 0.48
C 0.75 -1.67 0.45
O -0.32 -1.75 -0.49
C -0.02 -0.68 -1.33
C -1.02 0.32 -1.50
O -0.41 1.12 0.13
C -1.42 1.22 1.11
Eu 3.76 1.71 -0.48
H 0.71 0.09 1.54
H 0.43 -2.09 1.41
H 1.67 -2.15 0.06
H 0.73 -0.84 -2.11
H -0.95 0.87 -2.45
H -2.03 0.02 -1.21
H -1.06 1.91 1.88
H -2.35 1.62 0.69
H -1.60 0.23 1.57
```

Here are the Löwdin charges for atoms 1 to 8, given in e:
1. O -0.403
2. C -0.276
3. C -0.075
4. O -0.033
5. C -0.137
6. C 0.155
7. O -0.187
8. C -0.080



# 6
The following is a quantum chemistry calculation of a cluster of 2 separate species, C4H6N2O2 in total at a distorted geometry, from the Open Molecules 2025 dataset.

Calculated values
- relative energy (zero: lowest compared OMol25 entry of this formula, charge and spin) (eV) = 4.449
- SMILES string = CC(=O)C=O.N=C=N
- E_tot (eV) = -11316.5929
- gap between HOMO and LUMO (eV) = 9.080

The geometry in XYZ format:
```
14
C4H6N2O2, DFT ωB97M-V/def2-TZVPD
C 1.87 -0.13 0.62
C 0.68 0.37 -0.18
O 0.87 1.05 -1.18
C -0.12 -1.10 -0.69
O 0.26 -2.22 -0.44
H 2.57 0.67 0.85
H 1.58 -0.75 1.47
H 2.48 -0.82 0.03
H -0.66 -0.96 -1.65
N -0.97 1.42 0.78
C -1.83 0.73 0.18
N -2.78 0.19 -0.34
H -1.23 2.33 1.13
H -2.71 -0.79 -0.59
```

Here are the Löwdin charges for atoms 1 to 8, given in e:
1. C -0.035
2. C -0.424
3. O 0.032
4. C -0.209
5. O 0.055
6. H 0.085
7. H 0.082
8. H 0.091



Look up the E_tot of the sixth one.
-11316.5929 eV



E_tot of number 3 (H14O7)?
-14560.4155 eV



Look up the E_tot of the fourth one.
-48903.4034 eV



E_tot of number 2 (C6H11NO2)?
-11981.9516 eV